1.
Molecular formula: C4H9N
Method: DFT, wB97M-V/def2-TZVPD

Positions of all 14 atoms, in Å:
N 0.972 -1.003 0.187
C 1.198 0.475 0.383
C -0.202 1.192 0.152
C -1.136 0.046 -0.204
C -0.226 -1.121 -0.675
H 0.787 -1.429 1.092
H 1.613 0.712 1.396
H 1.896 0.733 -0.285
H -0.447 1.622 1.109
H -0.189 2.059 -0.473
H -1.615 -0.361 0.642
H -1.940 0.328 -0.908
H -0.601 -2.130 -0.672
H -0.111 -1.123 -1.744

Atoms 1-3, force components in eV/Å:
0.0 0.8 -0.3
-2.8 -1.3 2.4
1.1 -0.9 1.4

Calculated values
LUMO: 1.141 eV
Total charge: 0
Gap between HOMO and LUMO: 10.048 eV
HOMO: -8.91 eV
Energy relative to the best compared isomer or geometry (same formula, charge and spin): 69.11 kJ/mol
SMILES: C1CCNC1

***

2.
Molecular formula: C8H19NO
Method: DFT, wB97M-V/def2-TZVPD

Positions of all 29 atoms, in Å:
C 0.631 2.027 2.396
C -0.065 1.926 3.776
C 2.170 1.839 2.344
H 0.195 2.955 1.951
H 0.273 1.239 1.718
H -1.072 2.356 3.907
H -0.318 0.847 3.985
H 2.674 2.028 3.280
H 0.611 2.193 4.573
H 2.748 2.531 1.724
H 2.480 0.882 1.991
C -0.188 -1.954 -0.678
C 0.640 -0.935 0.174
C 0.240 -2.039 -3.052
C -2.385 0.016 -3.172
C -1.589 -0.445 -1.931
O -1.812 0.005 -0.829
N -0.653 -1.487 -2.030
H 0.357 -2.919 -0.859
H -1.036 -2.246 -0.084
H 1.308 -0.282 -0.346
H 1.274 -1.459 0.867
H 0.989 -2.828 -2.621
H -3.156 0.679 -2.859
H -0.229 -0.396 0.630
H -0.378 -2.590 -3.838
H 0.930 -1.316 -3.468
H -1.772 0.315 -4.045
H -2.864 -0.941 -3.504

Atoms 1-3, force components in eV/Å:
-1.0 0.3 -0.8
-0.3 -2.5 0.0
0.1 1.5 0.3

Calculated values
LUMO: 0.848 eV
Total charge: 0
Gap between HOMO and LUMO: 9.947 eV
HOMO: -9.10 eV
Energy relative to the best compared isomer or geometry (same formula, charge and spin): 219.53 kJ/mol
SMILES: CCN(C)C(C)=O.CCC

***

3.
Molecular formula: C40H90F24N5P4
Method: DFT, wB97M-V/def2-TZVPD

Positions of all 163 atoms, in Å:
C 2.008 -2.790 -5.677
C 1.959 -1.270 -5.660
C 3.022 -0.642 -4.763
N 2.997 0.893 -4.731
C 3.241 1.445 -6.148
C 1.703 1.390 -4.079
C 2.122 2.599 -3.233
C 3.647 2.693 -3.205
C 4.162 1.382 -3.790
H 1.324 -3.207 -6.417
H 1.653 -3.115 -4.699
H 3.029 -3.129 -5.852
H 0.976 -0.841 -5.465
H 2.128 -0.949 -6.688
H 4.060 -0.846 -5.027
H 2.863 -0.845 -3.704
H 2.363 1.204 -6.747
H 4.186 1.031 -6.499
H 3.271 2.516 -5.948
H 1.027 1.668 -4.887
H 1.242 0.528 -3.596
H 1.805 3.551 -3.659
H 1.675 2.513 -2.243
H 3.977 3.560 -3.776
H 4.080 2.981 -2.247
H 5.102 1.541 -4.319
H 4.289 0.616 -3.024
C 3.714 -4.406 2.135
C 3.021 -4.988 0.918
C 1.937 -4.099 0.303
N 1.049 -4.774 -0.772
C 1.827 -5.263 -2.030
C -0.041 -3.850 -1.263
C -1.344 -4.687 -1.562
C -1.149 -6.045 -0.859
C 0.251 -5.975 -0.162
H 4.460 -5.085 2.547
H 2.970 -4.235 2.913
H 4.317 -3.499 2.085
H 2.622 -5.944 1.257
H 3.765 -5.297 0.183
H 2.387 -3.359 -0.359
H 1.367 -3.579 1.073
H 1.099 -5.362 -2.835
H 2.275 -6.236 -1.826
H 2.614 -4.538 -2.235
H 0.259 -3.112 -2.006
H -0.285 -3.261 -0.379
H -1.419 -4.839 -2.639
H -2.226 -4.073 -1.377
H -1.259 -6.953 -1.451
H -1.968 -6.066 -0.140
H 0.752 -6.928 -0.330
H 0.149 -5.702 0.889
C -0.999 1.251 7.558
C -2.074 0.410 6.911
C -1.733 0.023 5.442
N -2.825 -0.711 4.597
C -2.981 -2.170 5.070
C -2.368 -0.733 3.091
C -3.637 -0.640 2.208
C -4.779 -0.295 3.151
C -4.190 -0.007 4.527
H -0.985 2.254 7.131
H -0.029 0.755 7.601
H -1.228 1.503 8.593
H -3.085 0.802 7.020
H -2.052 -0.535 7.453
H -0.894 -0.659 5.304
H -1.590 0.922 4.842
H -3.545 -2.698 4.301
H -3.440 -1.923 6.028
H -2.015 -2.623 5.288
H -1.770 -1.629 2.924
H -1.708 0.104 2.863
H -3.831 -1.478 1.538
H -3.435 0.204 1.549
H -5.444 -1.143 3.313
H -5.301 0.628 2.901
H -4.809 -0.236 5.394
H -4.010 1.061 4.650
C 1.514 -0.709 4.099
C 2.927 -0.878 3.395
C 2.990 -0.247 1.953
N 4.174 0.691 1.642
C 3.966 2.024 2.394
C 5.515 0.101 1.962
C 6.628 0.774 1.083
C 5.856 1.554 0.010
C 4.338 1.073 0.113
H 1.120 0.295 3.937
H 1.665 -0.908 5.160
H 0.852 -1.452 3.654
H 3.305 -1.900 3.356
H 3.666 -0.392 4.032
H 2.086 0.255 1.609
H 3.284 -0.965 1.187
H 4.757 2.688 2.046
H 4.021 1.901 3.476
H 3.043 2.428 1.980
H 5.678 0.319 3.017
H 5.400 -0.955 1.716
H 7.274 1.478 1.608
H 7.102 0.030 0.442
H 5.877 2.623 0.217
H 6.211 1.530 -1.020
H 3.513 1.614 -0.351
H 4.362 0.167 -0.492
C -7.419 1.729 -1.177
C -6.028 1.162 -1.574
C -5.967 0.726 -3.031
N -4.589 0.388 -3.494
C -4.014 -0.910 -2.755
C -3.647 1.649 -3.378
C -2.621 1.431 -4.483
C -3.339 0.651 -5.671
C -4.590 0.122 -5.041
H -8.138 1.047 -1.631
H -7.635 2.748 -1.497
H -7.627 1.597 -0.116
H -5.784 0.366 -0.871
H -5.288 1.922 -1.325
H -6.313 1.495 -3.721
H -6.574 -0.177 -3.097
H -4.806 -1.653 -2.851
H -3.869 -0.635 -1.711
H -3.096 -1.170 -3.283
H -3.276 1.758 -2.359
H -4.225 2.527 -3.665
H -1.762 0.930 -4.038
H -2.104 2.312 -4.862
H -2.731 -0.106 -6.166
H -3.609 1.356 -6.457
H -4.765 -0.911 -5.342
H -5.412 0.730 -5.419
P 0.474 3.760 4.422
F -0.984 3.206 4.940
F 1.269 2.504 5.107
F 0.223 3.068 2.950
F 1.928 4.188 3.924
F -0.274 5.085 3.677
F 0.611 4.549 5.850
P -3.488 3.493 1.748
F -4.347 4.774 1.507
F -4.265 2.397 0.809
F -2.459 4.004 0.581
F -2.332 2.437 2.075
F -2.546 4.459 2.760
F -4.301 2.982 3.065
P 1.481 5.259 -0.060
F 0.055 4.404 -0.189
F 1.151 5.391 1.563
F 2.060 3.798 0.233
F 2.920 6.008 0.087
F 1.792 5.226 -1.674
F 0.747 6.669 -0.360
P -0.202 0.496 -0.483
F 0.040 -0.722 0.515
F 1.281 0.392 -1.033
F -0.814 -0.627 -1.510
F -0.708 1.601 -1.631
F -1.754 0.568 0.089
F 0.243 1.652 0.580

Atoms 1-3, force components in eV/Å:
-0.4 0.4 0.7
0.6 0.7 -1.1
-0.1 1.3 0.4

Calculated values
LUMO (spin up / spin down): -4.605 / -8.860 eV
Total charge: +2
Gap between HOMO and LUMO (spin up / spin down): 8.458 / 4.159 eV
2S+1: 2
HOMO (spin up / spin down): -13.06 / -13.02 eV

***

4.
Molecular formula: C5H8N2
Method: DFT, wB97M-V/def2-TZVPD

Positions of all 15 atoms, in Å:
C 3.972 -0.563 0.195
C 3.946 0.754 0.245
C 2.849 0.080 -0.527
C -2.102 -0.502 0.354
C -1.173 -0.423 -0.809
N 1.070 -0.820 -0.031
N 0.146 -0.097 -0.151
H 4.315 -1.472 0.455
H 4.453 1.620 0.502
H -1.529 -0.931 1.220
H -2.400 0.532 0.692
H -3.017 -1.054 0.355
H -1.002 -1.448 -1.173
H -1.535 0.405 -1.432
H 0.111 0.790 0.352

Atoms 1-3, force components in eV/Å:
-2.9 3.6 -1.6
-1.7 -2.4 -1.3
3.0 0.1 1.0

Calculated values
LUMO: 1.127 eV
Total charge: 0
Gap between HOMO and LUMO: 8.425 eV
HOMO: -7.30 eV
Energy relative to the best compared isomer or geometry (same formula, charge and spin): 777.98 kJ/mol